# 1
This record from OMol25 describes a structure of composition C13H29N2O6RuSe2. The level of theory is ωB97M-V/def2-TZVPD.

Each line ends with the Löwdin charge.
Element x y z (Å)
C -1.43 1.27 2.91  -0.55
Ru 0.04 0.43 -0.03  1.00
H 1.13 4.21 -3.61  0.10
C -1.46 3.80 1.46  -0.37
H -0.74 -2.54 -1.76  0.07
H 1.81 -3.70 -3.08  0.08
H 3.45 -2.52 -0.78  0.08
C 0.06 -2.62 2.92  -0.38
C 1.36 -0.81 -1.24  -0.16
H -4.06 -2.65 0.50  0.10
H -0.24 -2.77 -0.09  0.05
H 2.68 1.61 1.34  0.07
C -0.70 0.14 3.61  -0.54
H -1.99 1.86 3.64  0.07
Se -0.17 2.47 2.02  0.91
O -2.87 0.71 -1.02  0.00
H -0.98 -2.81 2.66  0.03
Se 0.54 -0.80 2.41  0.87
H -0.14 0.50 4.48  0.06
H 0.23 -2.75 3.99  0.02
H -2.10 0.89 2.14  0.05
N 2.46 2.88 -0.17  0.00
O -3.92 -1.18 -0.96  0.01
O 1.74 4.40 -1.63  -0.03
O -1.78 1.47 -0.50  -0.37
C 1.39 -2.30 -1.46  -0.73
H -1.42 -0.61 3.95  0.07
H 0.09 -4.03 -1.29  0.08
C 2.46 -2.91 -0.54  -0.08
H 0.71 -3.29 2.37  0.01
C 1.75 -2.62 -2.91  -0.08
C 0.05 -2.95 -1.13  -0.09
H 3.26 3.49 -0.07  0.15
H 2.72 -2.19 -3.17  0.07
C 1.59 3.13 -1.20  -0.60
H 2.26 -2.68 0.51  0.05
H -0.91 4.60 0.97  0.02
C -3.94 -2.56 -0.58  -0.03
C 0.86 4.75 -2.71  -0.03
H -2.14 3.33 0.75  0.01
N 2.50 1.58 0.34  -0.02
H 0.99 5.82 -2.85  0.09
O 0.82 2.33 -1.67  0.04
H -1.98 4.19 2.33  0.02
H -0.17 4.51 -2.44  0.10
H 3.15 0.97 -0.14  0.09
H 2.50 -4.00 -0.65  0.08
C -2.86 -0.50 -0.54  -0.62
O -2.00 -0.97 0.19  -0.03
H -3.01 -3.05 -0.88  0.09
H -4.79 -2.99 -1.10  0.09
H 2.21 -0.33 -1.75  0.00
H 1.01 -2.20 -3.59  0.08

Properties
ΔE to the lowest compared entry with this formula, charge and spin: 1.018 eV
HOMO-LUMO gap (alpha / beta): 6.14 / 7.76 eV
HOMO (alpha / beta): -5.751 / -7.411 eV
2S+1: 6
energy: -5971.1816 Ha



# 2
This record from OMol25 describes a structure of composition C13H30AlCl2N3OP in a non-equilibrium geometry. The level of theory is ωB97M-V/def2-TZVPD.

Each line ends with the Löwdin charge.
Element x y z (Å)
Al 1.57 -0.07 -1.32  -0.65
H 1.99 2.33 0.71  0.05
C 1.75 0.87 3.71  -0.23
H -2.20 -0.24 0.25  0.07
H 0.62 -3.61 1.96  0.07
H -0.44 1.77 -4.84  0.11
H 3.01 -1.03 2.26  0.07
H -1.22 0.75 4.02  0.02
H 0.54 0.47 -4.23  0.07
Cl 0.72 -1.74 -2.38  0.36
H -3.25 -1.18 -3.93  0.10
H 0.99 1.40 4.32  0.03
P 0.45 -0.06 1.53  0.62
C -2.20 0.35 1.17  -0.14
H 3.73 -0.27 0.02  0.01
H -1.91 1.84 -1.14  0.09
C -1.43 -0.18 3.47  -0.28
O 0.42 0.31 0.05  -0.25
H -0.83 -2.57 1.88  0.06
C -1.75 1.30 -2.08  -0.14
C 3.04 -1.00 -0.42  -0.22
C 1.62 2.35 1.75  -0.11
H 0.16 -2.85 0.41  0.07
H 2.37 2.86 2.37  0.07
H 0.68 2.91 1.79  0.07
H -1.79 -1.36 -2.94  0.05
H -3.45 0.02 -1.71  0.10
H -2.19 0.48 -5.31  0.10
C 2.44 -1.80 1.75  -0.16
H 2.72 1.34 3.90  0.07
Cl 2.58 1.65 -2.08  0.32
H -2.14 1.42 0.93  0.06
H 2.66 -2.81 2.11  0.08
C 0.19 -2.71 1.50  -0.10
H 1.80 -0.18 4.03  0.05
C -0.66 1.44 -2.74  -0.21
H 3.60 -1.56 -1.17  0.01
N -1.10 -0.05 2.05  -0.30
H -0.88 -1.01 3.94  0.04
H -3.62 1.08 -3.11  0.11
N 1.47 0.99 2.28  -0.29
H -2.50 -0.39 3.55  0.04
C -2.40 -0.64 -3.50  -0.23
H -3.14 0.16 1.71  0.07
N 1.03 -1.57 1.89  -0.27
C -0.45 0.93 -4.14  -0.21
H 2.76 -1.77 0.48  -0.04
C -1.54 -0.06 -4.62  -0.21
H 0.14 2.10 -2.38  0.05
H -1.07 -0.88 -5.19  0.10
C -2.89 0.46 -2.56  -0.19

Properties
ΔE to the lowest compared entry with this formula, charge and spin: 3.084 eV
charge: -1
HOMO-LUMO gap (alpha / beta): 6.50 / 2.34 eV
HOMO (alpha / beta): -3.677 / 0.558 eV
energy: -2257.1212 Ha



# 3
This record from OMol25 describes a structure of composition C13H30MnN4O7 in a non-equilibrium geometry. The level of theory is ωB97M-V/def2-TZVPD.

Each line ends with the Löwdin charge.
Element x y z (Å)
H -3.51 -3.32 0.80  0.10
H -1.30 -4.61 -0.73  0.12
C 1.83 -0.30 2.24  -0.25
H -1.32 -3.99 -2.40  0.09
O -0.28 -1.97 -2.80  -0.01
H 1.81 -2.14 -0.48  0.10
H 3.48 2.45 -1.06  0.09
H 1.33 -0.61 4.29  0.09
H 3.97 -2.05 1.69  0.08
H 1.00 4.83 0.19  0.08
H -0.24 -1.06 -3.30  0.08
H -2.81 -4.01 -1.43  0.11
H -2.07 -3.58 1.80  0.11
C -1.72 -3.85 -1.40  0.03
H -4.46 3.59 0.11  0.04
C -2.69 -2.80 1.32  0.02
C 0.32 2.82 0.02  -0.22
O 2.15 0.33 -1.65  -0.04
N 1.21 1.01 -1.17  -0.20
H -1.74 0.85 1.66  0.06
C 2.59 3.07 -1.21  0.00
N -1.53 -0.70 0.58  -0.07
H 1.35 -2.10 3.33  0.08
O 1.52 -0.74 0.92  -0.23
H 0.45 4.10 1.71  0.11
N -0.72 -1.57 -1.57  -0.09
C 0.25 4.17 0.63  0.02
H -2.30 1.41 -3.14  0.13
H -3.05 3.26 0.66  0.00
C -1.43 -2.49 -0.88  -0.20
O -3.59 3.99 0.29  -0.09
O -1.52 2.18 1.20  -0.17
Mn -0.51 0.20 -0.77  0.90
C 3.63 -2.00 0.65  -0.06
H -1.07 1.94 -2.06  0.10
N -0.64 1.89 0.27  -0.16
H 4.06 -1.12 0.16  0.09
H 2.92 -0.39 2.39  0.11
C -1.90 -1.99 0.36  -0.20
H -0.74 4.60 0.49  0.10
H -0.84 0.57 -4.47  0.12
H -2.07 0.28 -1.93  0.10
H 2.54 3.34 -2.28  0.10
C 1.37 2.33 -0.80  -0.24
C 1.08 -1.04 3.32  -0.06
H -3.12 -2.17 2.11  0.09
H 1.68 -2.78 1.17  0.11
H 2.68 4.00 -0.63  0.08
C -1.48 1.02 -2.52  -0.06
H 0.00 -0.94 3.17  0.06
C 2.12 -1.98 0.55  -0.27
H 4.00 -2.89 0.14  0.09
O -1.81 -0.21 1.81  -0.02
H 1.57 0.77 2.24  0.12
O -0.46 0.43 -3.58  -0.10

Properties
ΔE to the lowest compared entry with this formula, charge and spin: 0.000 eV
charge: +1
HOMO-LUMO gap (alpha / beta): 5.99 / 5.49 eV
HOMO (alpha / beta): -10.641 / -10.713 eV
2S+1: 5
energy: -2409.5347 Ha



ΔE to the lowest compared entry with this formula, charge and spin of number 1 (C13H29N2O6RuSe2)?
1.018 eV